Arrangement a

Here is an isolated molecule of C5H10OS2 from the OMol25 dataset. Energies are from wB97M-V/def2-TZVPD.

```
18
Properties=species:S:1:pos:R:3
C 0.26 -1.37 1.33
C -0.26 0.00 0.96
C 0.63 0.87 0.05
C -0.08 0.32 -1.17
C -1.23 -0.01 -0.24
H 0.75 -1.88 0.48
H 0.98 -1.35 2.15
H -0.55 -2.06 1.60
H -0.61 0.49 1.89
H 0.35 1.93 0.17
H 2.52 1.31 1.43
H 0.36 -0.55 -1.65
H 1.05 1.70 -2.78
H -1.97 0.78 -0.18
H -2.46 -1.11 -1.22
O -1.85 -1.23 -0.52
S 2.41 0.65 0.25
S -0.27 1.51 -2.55
```

Results
HOMO energy (eV): -9.05
SMILES: C[C@@H]1[C@H](O)[C@@H](S)[C@@H]1S
Orbital gap (hartree): 0.356
Net charge: 0

Listed below, in e, are the natural (NBO) charges computed for each atom: -0.6219, -0.2354, -0.3429, -0.3586, 0.0942, 0.2135, 0.2196, 0.2283, 0.2103, 0.2335, 0.1296, 0.2404, 0.1390, 0.1782, 0.4739, -0.7076, -0.0292, -0.0647


Arrangement b

Here is an isolated molecule of C5H10OS2 from the OMol25 dataset. Energies are from wB97M-V/def2-TZVPD.

```
18
Properties=species:S:1:pos:R:3
C 1.37 1.60 -1.10
C -0.35 -0.13 0.31
C -1.63 -0.13 -0.62
C 0.57 -1.24 -0.14
C -0.71 -0.42 1.74
H 0.79 1.07 -1.86
H 2.28 1.02 -0.89
H 1.63 2.61 -1.43
H -1.30 -0.23 -1.66
H -2.25 -1.00 -0.41
H -2.25 0.78 -0.56
H 0.09 -2.18 0.05
H 1.51 -1.19 0.37
H 0.78 -1.13 -1.25
H 0.92 0.44 2.27
O 0.27 -0.18 2.63
S 0.39 1.55 0.42
S -2.12 -1.23 2.14
```

Results
HOMO energy (eV): -8.63
SMILES: CSC(C)(C)C(O)=S
Orbital gap (hartree): 0.327
Net charge: 0

Listed below, in e, are the natural (NBO) charges computed for each atom: -0.7367, -0.2524, -0.6235, -0.6181, 0.2572, 0.2203, 0.2172, 0.2429, 0.2001, 0.2457, 0.2300, 0.2392, 0.2170, 0.2162, 0.4913, -0.6643, 0.1852, -0.0674


Arrangement c

Here is a cluster of 2 separate species, C5H10OS2 in total from the OMol25 dataset. Energies are from wB97M-V/def2-TZVPD.

```
18
Properties=species:S:1:pos:R:3
C 0.40 2.49 0.69
C -0.19 0.22 -1.21
C 1.08 0.46 -0.57
C 1.74 -2.39 -0.17
C -2.14 0.74 0.46
O -0.49 -1.30 1.09
S 2.00 -0.64 0.28
S -1.28 -0.80 0.00
H 1.09 3.15 0.14
H 0.66 2.39 1.73
H -0.74 1.11 -1.33
H -0.27 -0.41 -2.17
H 1.53 -2.84 0.78
H 2.82 -2.78 -0.33
H 0.84 -2.56 -0.85
H -1.48 1.63 0.58
H -2.70 0.83 -0.42
H -2.86 0.70 1.31
```

Results
HOMO energy (alpha / beta) (eV): -7.78 / -7.78
Orbital gap (alpha / beta) (hartree): 0.261 / 0.262
Net charge: 0

Listed below, in e, are the natural (NBO) charges computed for each atom: -0.4105, -0.7228, -0.2223, -0.8162, -0.8800, -0.9691, 0.5650, 1.2651, 0.1201, 0.1077, 0.2512, 0.2417, 0.2466, 0.2414, 0.2445, 0.2945, 0.2060, 0.2369


The most stable of them is arrangement b.